1.
Computed, not measured: a structure of composition C28H26F6IN4O9S3TeW at a distorted geometry, with ωB97M-V/def2-TZVPD.

Computed properties:
energy above the lowest of the compared OMol25 structures with the same formula, charge and spin = 2.033 eV
charge = 0
HOMO level (alpha / beta) = -7.637 / -7.637 eV
multiplicity = 2
⟨S²⟩ = 0.7543
frontier orbital gap (alpha / beta) = 0.2423 / 0.2139 Ha
max |F| = 2.0 eV Å⁻¹

XYZ file:
```
79
C28H26F6IN4O9S3TeW (ωB97M-V/def2-TZVPD)
W 2.570 -0.848 0.016
O 5.326 -2.963 -1.669
S 4.056 -3.504 -1.206
O 3.948 -4.928 -0.991
O 1.782 -1.315 -1.394
O 3.569 -2.755 0.060
F 4.805 1.963 3.783
C 3.726 2.703 3.545
F 3.059 2.880 4.670
F 4.102 3.877 3.060
S 2.626 1.778 2.336
O 3.476 0.703 1.830
O 1.433 1.446 3.025
N 2.436 2.917 1.223
S 2.184 2.591 -0.267
O 1.078 3.220 -0.887
O 2.293 1.121 -0.568
C 3.693 3.240 -1.102
F 3.698 4.558 -1.029
F 4.781 2.755 -0.510
F 3.692 2.859 -2.378
I 8.878 -0.275 0.425
C 6.941 -0.260 -0.257
C 6.510 -0.031 -1.548
N 5.177 -0.094 -1.531
N 4.714 -0.378 -0.299
C 5.782 -0.477 0.484
H 7.056 0.167 -2.454
H 4.553 -0.071 -2.323
H 5.669 -0.683 1.535
C -4.744 5.415 -0.076
C -3.926 4.158 -0.181
C -3.337 3.589 0.937
C -2.558 2.436 0.858
C -1.923 1.908 2.119
C -2.382 1.833 -0.388
Te -1.057 0.190 -0.569
N 1.541 -1.383 1.296
C 0.436 -1.918 2.013
O 0.106 -1.405 3.051
C -0.264 -3.085 1.417
C 0.062 -3.624 0.177
C -0.649 -4.705 -0.317
C -1.684 -5.251 0.427
C -2.009 -4.719 1.668
C -1.305 -3.637 2.162
C -2.401 -1.302 -1.212
C -2.113 -1.930 -2.422
C -2.886 -2.989 -2.875
C -3.957 -3.423 -2.111
C -4.242 -2.798 -0.904
C -3.470 -1.742 -0.429
C -3.820 -1.063 0.868
C -2.966 2.387 -1.536
C -2.810 1.774 -2.903
C -3.731 3.541 -1.410
H -4.902 5.698 0.964
H -5.720 5.289 -0.546
H -4.245 6.246 -0.578
H -3.477 4.056 1.906
H -2.121 2.583 2.950
H -0.842 1.800 2.021
H -2.316 0.921 2.386
H 0.876 -3.216 -0.407
H -0.391 -5.118 -1.283
H -2.241 -6.094 0.039
H -2.815 -5.149 2.248
H -1.542 -3.205 3.124
H -1.283 -1.576 -3.023
H -2.654 -3.462 -3.820
H -4.571 -4.249 -2.448
H -5.077 -3.142 -0.305
H -4.558 -1.640 1.425
H -4.227 -0.066 0.690
H -2.924 -0.949 1.488
H -2.903 0.689 -2.874
H -1.827 2.006 -3.320
H -3.570 2.163 -3.580
H -4.191 3.964 -2.297
```

Need the Löwdin charges? In units of e they are: W 1.67; O -0.35; S 0.64; O -0.32; O -0.45; O -0.54; F 0.15; C -0.66; F 0.17; F 0.15; S 0.66; O -0.39; O -0.23; N -0.27; S 0.65; O -0.21; O -0.51; C -0.68; F 0.18; F 0.15; F 0.15; I 0.92; C -0.75; C -0.12; N 0.02; N -0.15; C -0.16; H 0.14; H 0.17; H 0.13; C -0.05; C -0.27; C -0.01; C -0.31; C -0.07; C -0.41; Te 1.51; N -0.13; C -0.49; O 0.11; C -0.16; C -0.02; C -0.06; C -0.07; C -0.07; C -0.02; C -0.48; C -0.16; C -0.09; C -0.09; C -0.05; C -0.30; C -0.06; C -0.30; C -0.07; C -0.02; H 0.07; H 0.08; H 0.08; H 0.11; H 0.08; H 0.04; H 0.07; H 0.07; H 0.11; H 0.11; H 0.11; H 0.12; H 0.09; H 0.10; H 0.10; H 0.11; H 0.08; H 0.08; H 0.05; H 0.05; H 0.08; H 0.08; H 0.12

***

2.
Computed, not measured: a structure of composition C28H26F6IN4O9S3TeW at a distorted geometry, with ωB97M-V/def2-TZVPD.

Computed properties:
energy above the lowest of the compared OMol25 structures with the same formula, charge and spin = 5.443 eV
charge = 0
HOMO level (alpha / beta) = -7.599 / -8.695 eV
multiplicity = 4
⟨S²⟩ = 3.7690
frontier orbital gap (alpha / beta) = 0.2008 / 0.2416 Ha
max |F| = 4.8 eV Å⁻¹

XYZ file:
```
79
C28H26F6IN4O9S3TeW (ωB97M-V/def2-TZVPD)
W -1.546 0.007 0.161
O -0.573 -0.203 3.807
S -3.516 -0.450 1.931
O -3.406 0.010 3.290
O -1.956 -1.191 1.531
O -3.105 0.876 0.966
F -3.787 2.867 -3.389
C -3.417 1.700 -3.898
F -2.184 1.808 -4.377
F -4.249 1.352 -4.875
S -3.410 0.383 -2.625
O -2.370 0.909 -1.709
O -2.959 -0.779 -3.367
N -4.859 0.394 -2.068
S -5.068 -0.867 -1.022
O -5.719 -0.383 0.158
O -3.625 -1.286 -0.748
C -5.341 -2.738 -2.503
F -5.791 -2.155 -3.571
F -4.285 -3.441 -2.726
F -6.268 -3.426 -1.890
I 1.390 -5.789 -1.468
C 0.021 -4.267 -1.356
C -0.938 -3.938 -2.288
N -1.561 -2.844 -1.823
N -1.060 -2.436 -0.656
C -0.097 -3.292 -0.350
H -1.216 -4.399 -3.220
H -2.284 -2.287 -2.263
H 0.474 -3.178 0.556
C 4.581 0.580 7.114
C 3.698 0.505 5.897
C 2.345 0.240 6.010
C 1.518 0.190 4.884
C 0.062 -0.150 5.070
C 2.094 0.437 3.665
Te 0.474 1.153 1.530
N -0.113 -0.019 -1.020
C 1.070 -0.647 -1.281
O 1.949 -0.763 -0.430
C 1.226 -1.199 -2.658
C 2.336 -1.999 -2.919
C 2.464 -2.619 -4.150
C 1.483 -2.444 -5.119
C 0.386 -1.632 -4.865
C 0.257 -1.007 -3.634
C 0.113 2.775 0.189
C -1.152 3.347 0.292
C -1.523 4.376 -0.569
C -0.611 4.835 -1.500
C 0.663 4.283 -1.559
C 1.063 3.245 -0.725
C 2.449 2.686 -0.855
C 3.443 0.681 3.474
C 4.098 0.922 2.141
C 4.231 0.696 4.623
H 4.015 0.397 8.025
H 5.046 1.564 7.196
H 5.385 -0.155 7.061
H 1.907 0.067 6.989
H -0.015 -1.117 5.578
H -1.535 -0.203 3.895
H -0.411 0.601 5.712
H 3.076 -2.135 -2.142
H 3.325 -3.242 -4.354
H 1.572 -2.950 -6.072
H -0.375 -1.489 -5.622
H -0.602 -0.387 -3.423
H -1.840 3.041 1.071
H -2.514 4.804 -0.499
H -0.880 5.637 -2.176
H 1.377 4.672 -2.276
H 3.118 3.423 -1.297
H 2.461 1.802 -1.495
H 2.860 2.383 0.107
H 3.636 0.348 1.338
H 5.154 0.657 2.187
H 4.043 1.980 1.874
H 5.297 0.871 4.512
```

Need the Löwdin charges? In units of e they are: W 1.43; O -0.21; S 0.91; O -0.40; O -0.62; O -0.62; F 0.16; C -0.69; F 0.16; F 0.15; S 0.63; O -0.43; O -0.31; N -0.31; S 0.75; O -0.32; O -0.55; C -0.54; F 0.20; F 0.23; F 0.18; I 0.87; C -0.77; C -0.14; N 0.01; N -0.03; C -0.18; H 0.13; H 0.08; H 0.12; C -0.05; C -0.27; C -0.01; C -0.22; C -0.20; C -0.07; Te 1.61; N -0.19; C -0.59; O -0.03; C -0.16; C -0.02; C -0.08; C -0.08; C -0.07; C -0.04; C -0.49; C -0.18; C -0.08; C -0.07; C -0.04; C -0.30; C -0.05; C -0.29; C -0.06; C -0.02; H 0.07; H 0.08; H 0.08; H 0.12; H 0.13; H 0.04; H 0.13; H 0.12; H 0.10; H 0.10; H 0.11; H 0.08; H 0.08; H 0.11; H 0.11; H 0.11; H 0.08; H 0.08; H 0.03; H 0.05; H 0.08; H 0.07; H 0.12